Record 1
118
Properties=species:S:1:pos:R:3:forces:R:3 method="wB97M-V/def2-TZVPD" total_charge=+2
Mg 0.8811 1.8463 -0.0124 0.351 0.260 0.067
C 3.5565 2.9478 1.4186 0.539 -0.023 -0.071
C 2.6420 2.4229 2.5097 0.161 0.427 0.422
N 1.2405 2.6666 2.1648 -0.084 -0.701 0.130
C 0.9269 4.0657 2.3470 -0.534 0.812 -0.468
C 0.9510 4.8112 1.0214 0.101 -0.249 -0.211
C 1.0725 6.1831 0.9857 -0.189 0.009 0.353
C 1.1096 6.8391 -0.2283 0.068 0.135 0.009
C 1.0897 6.1001 -1.4027 0.409 0.566 -0.287
C 1.0529 4.7340 -1.2851 -0.135 -0.885 0.551
C 1.1419 3.8311 -2.4831 -0.329 0.210 0.057
N 1.5604 2.4675 -2.1575 0.692 0.008 -0.252
C 3.0555 2.3821 -2.3091 -0.883 -0.325 0.407
C 3.7201 2.9942 -1.0768 -0.806 0.081 0.272
N 3.2234 2.3169 0.1411 0.173 0.290 -0.546
N 0.9369 4.1051 -0.1060 -0.051 -0.111 -0.203
H 4.6198 2.8219 1.7132 -0.471 -0.040 -0.129
H 3.4057 4.0195 1.3074 -0.013 0.173 -0.024
H 2.8876 2.9143 3.4646 0.060 0.016 -0.199
H 2.7791 1.3796 2.6889 0.162 -0.913 -0.196
H 0.6363 2.1245 2.7744 0.160 0.043 0.000
H 1.6785 4.5610 2.9895 -0.457 -0.182 0.048
H -0.0847 4.1443 2.7775 0.487 0.194 -0.113
H 1.1397 6.6784 1.9395 0.019 0.469 0.022
H 1.2112 7.9111 -0.2420 -0.039 0.195 -0.119
H 1.2178 6.5589 -2.3909 -0.179 -0.103 0.503
H 1.8145 4.2838 -3.2093 0.057 0.080 -0.190
H 0.1580 3.8182 -2.9263 -0.431 -0.161 -0.262
H 1.1100 1.8383 -2.8145 0.174 0.024 -0.016
H 3.3626 2.8937 -3.2176 0.144 0.219 -0.088
H 3.3240 1.3330 -2.4606 0.016 -0.026 0.350
H 3.5038 4.0698 -1.0073 -0.144 -0.269 0.009
H 4.7802 2.9371 -1.1897 0.975 -0.185 -0.023
H 3.6010 1.3828 0.1288 -0.058 -0.446 0.132
N -0.8692 0.7984 -0.6051 -0.402 0.221 -0.449
S -1.8093 -0.2792 -0.3560 -0.014 -0.302 -0.025
N -1.4729 -1.8398 -0.9585 -0.112 0.692 0.072
S -0.7015 -2.9068 -0.1791 1.084 -0.156 0.249
N 0.5960 -2.5817 0.5968 0.397 0.176 0.480
S 1.7817 -1.5309 0.1214 0.198 0.170 -0.966
N 1.6064 -0.1035 0.3178 0.240 -0.155 0.287
C 3.2210 -2.2148 0.9419 0.140 0.007 -0.590
C 4.4668 -1.8100 0.4365 -0.035 -0.364 0.492
C 5.6131 -2.1414 1.1440 0.175 0.282 0.435
C 5.5119 -2.8100 2.3609 -0.152 -0.500 0.296
C 4.2698 -3.2718 2.8071 0.611 0.032 -0.259
C 3.1172 -3.0023 2.0678 0.199 0.127 0.537
C 2.0864 -1.9641 -1.6204 0.072 -1.267 0.033
C 2.7016 -3.1627 -2.0262 0.379 0.076 0.775
C 2.8354 -3.4620 -3.3743 -0.346 0.386 -0.222
C 2.2812 -2.6066 -4.3341 -0.246 0.075 0.725
C 1.5917 -1.4732 -3.9141 0.471 -0.268 0.045
C 1.5222 -1.1483 -2.5680 -0.429 0.756 0.262
C -1.7172 -3.7075 1.0179 -0.147 -0.257 -0.498
C -1.4372 -3.7571 2.3612 -0.129 -0.551 0.680
C -2.3739 -4.3624 3.1995 -0.386 0.257 -0.058
C -3.5629 -4.8831 2.7010 0.528 0.603 -0.748
C -3.8143 -4.8259 1.3334 0.348 -0.313 -0.160
C -2.8716 -4.2670 0.4805 -0.602 0.271 0.307
C -0.3261 -4.2029 -1.3362 -0.142 -0.823 -0.224
C 0.2492 -5.3857 -0.8583 0.707 0.042 0.846
C 0.5979 -6.4057 -1.7316 -0.441 0.516 -0.295
C 0.2649 -6.2895 -3.0872 0.087 0.177 0.231
C -0.3534 -5.1431 -3.5699 0.169 0.062 0.969
C -0.6296 -4.0988 -2.6703 -1.152 0.605 -1.015
C -2.2036 -0.4719 1.3816 -0.256 -0.893 -0.090
C -3.3849 -1.1028 1.7413 -0.561 0.078 -0.299
C -3.7673 -1.1703 3.0701 -0.046 -0.041 -0.344
C -2.9336 -0.6164 4.0194 0.045 0.246 1.171
C -1.6965 -0.0708 3.6864 -0.331 -0.382 -0.710
C -1.3123 -0.0426 2.3422 0.185 0.538 0.407
C -3.4490 -0.1461 -1.1039 -0.211 -0.315 0.136
C -4.2856 0.8400 -0.5849 0.316 0.175 -0.297
C -5.5316 1.0815 -1.1469 0.303 -0.474 0.132
C -5.9371 0.2732 -2.1876 -0.507 -0.185 -0.623
C -5.1268 -0.7395 -2.6858 -0.610 -0.360 -0.299
C -3.8946 -0.9947 -2.1194 0.377 0.358 0.041
H 4.5705 -1.2978 -0.5023 -0.205 0.282 -0.231
H 6.6059 -1.8298 0.8234 -0.322 -0.050 -0.230
H 6.4106 -3.0318 2.9581 -0.511 0.166 -0.417
H 4.2637 -3.8638 3.7149 -0.341 0.065 -0.057
H 2.1461 -3.3472 2.3842 -0.075 -0.069 0.103
H 3.1194 -3.8254 -1.2568 -0.171 0.180 -0.422
H 3.3334 -4.3568 -3.7169 0.099 -0.101 0.216
H 2.3491 -2.8477 -5.3817 0.056 -0.012 -0.156
H 1.1314 -0.8191 -4.6225 -0.204 0.252 -0.431
H 0.9974 -0.2592 -2.2105 0.026 -0.199 -0.215
H -0.5182 -3.3996 2.7946 0.117 0.318 -0.199
H -2.2208 -4.3394 4.2636 0.211 -0.163 0.225
H -4.3288 -5.2804 3.3237 -0.226 -0.326 0.621
H -4.7203 -5.2737 0.9430 0.030 0.165 -0.082
H -3.0841 -4.1723 -0.5755 0.057 -0.130 -0.110
H 0.4882 -5.4981 0.2071 -0.128 0.119 -0.408
H 1.1084 -7.2924 -1.3814 -0.124 0.020 0.129
H 0.4836 -7.1220 -3.7375 0.025 0.004 -0.202
H -0.6366 -5.0694 -4.6061 -0.053 0.102 -0.118
H -1.2254 -3.2264 -2.9878 0.656 -0.385 -0.040
H -4.0404 -1.4777 0.9625 -0.005 -0.050 0.130
H -4.7162 -1.6168 3.3544 0.174 0.065 -0.079
H -3.2698 -0.5959 5.0658 0.271 -0.054 -0.476
H -1.0638 0.3282 4.4605 0.192 0.035 0.071
H -0.3509 0.3452 2.0320 -0.001 0.019 0.012
H -3.9511 1.4122 0.2575 0.139 0.329 0.323
H -6.1985 1.8337 -0.7608 0.021 0.147 0.167
H -6.9265 0.3882 -2.6230 0.157 0.147 0.060
H -5.5143 -1.3642 -3.5036 0.321 0.262 0.459
H -3.3001 -1.8262 -2.4619 0.154 0.062 -0.029
C -2.7722 5.5701 2.0462 -0.371 -0.308 -0.160
N -3.0568 4.9099 0.7754 -0.363 0.573 -0.675
C -2.2570 3.8949 0.3307 -0.718 -0.044 0.292
N -2.4343 3.5128 -0.9759 -0.329 1.422 0.214
O -1.4808 3.3188 1.0834 0.140 -0.175 0.095
H -3.5193 6.3561 2.1867 0.239 -0.135 0.059
H -1.7797 5.9910 2.0028 0.348 0.346 0.254
H -2.8287 4.8645 2.8834 -0.044 0.125 -0.277
H -3.5448 5.4841 0.0760 0.439 -0.575 0.584
H -3.2606 3.8620 -1.4447 0.217 -0.265 -0.011
H -2.1667 2.5770 -1.1447 0.384 -1.080 -0.357

Record 2
116
Properties=species:S:1:pos:R:3:forces:R:3 method="wB97M-V/def2-TZVPD" total_charge=-2
Na 0.1523 -0.0698 0.3713 -0.361 0.517 0.474
S 2.4036 -2.9174 1.3758 -0.135 0.268 0.219
P 1.8989 -1.5265 2.7717 0.101 -0.540 -0.069
C 0.4551 -0.7068 2.5907 0.751 0.561 0.580
P 0.1968 0.8790 3.0951 -0.590 0.027 0.088
S -0.4519 2.2017 1.6841 0.253 -0.187 0.302
C 1.4966 1.7958 4.0693 -0.092 -0.057 0.011
C 2.3543 2.6791 3.4205 0.008 0.025 -0.047
C 3.3092 3.3960 4.1268 -0.014 -0.018 0.019
C 3.4191 3.2532 5.5046 -0.042 -0.028 -0.034
C 2.5723 2.3746 6.1655 -0.002 -0.017 -0.089
C 1.6258 1.6511 5.4487 0.043 -0.026 0.071
C -1.1680 0.8771 4.3627 0.041 0.095 -0.113
C -1.9087 -0.2794 4.5637 0.044 -0.055 0.075
C -2.9681 -0.2959 5.4681 0.033 -0.013 -0.019
C -3.2937 0.8451 6.1855 0.063 0.049 -0.048
C -2.5606 2.0126 5.9840 -0.011 -0.091 -0.016
C -1.5152 2.0249 5.0746 -0.018 0.096 -0.036
C 3.4218 -0.4745 2.9032 -0.020 -0.064 -0.065
C 3.8978 0.1248 1.7345 -0.018 -0.014 0.004
C 5.0289 0.9235 1.7507 0.008 0.000 0.071
C 5.7122 1.1435 2.9440 -0.036 -0.026 -0.047
C 5.2487 0.5574 4.1103 -0.057 -0.042 -0.034
C 4.1125 -0.2478 4.0870 0.066 -0.002 0.060
C 1.9680 -2.4422 4.4023 -0.135 -0.057 -0.104
C 2.6254 -3.6604 4.5526 0.188 0.015 0.041
C 2.5895 -4.3497 5.7596 -0.027 0.084 -0.021
C 1.8893 -3.8291 6.8418 0.008 0.019 -0.040
C 1.2191 -2.6211 6.7020 0.019 0.007 -0.061
C 1.2519 -1.9463 5.4863 -0.040 -0.008 0.048
H 2.2446 2.8146 2.3511 -0.010 0.015 0.016
H 3.9679 4.0742 3.5969 0.012 -0.009 -0.002
H 4.1594 3.8206 6.0573 0.003 0.000 -0.003
H 2.6431 2.2505 7.2402 -0.002 -0.004 0.004
H 0.9688 0.9791 5.9858 -0.020 0.015 -0.002
H -1.6247 -1.1634 4.0010 -0.015 0.008 0.006
H -3.5382 -1.2070 5.6109 0.001 -0.001 -0.006
H -4.1173 0.8336 6.8903 -0.003 -0.006 0.002
H -2.8137 2.9147 6.5293 -0.001 0.003 0.001
H -0.9654 2.9435 4.9003 0.001 -0.020 -0.009
H 3.3808 -0.0643 0.8002 -0.014 -0.013 0.000
H 5.3814 1.3769 0.8312 -0.006 0.003 -0.003
H 6.5930 1.7755 2.9628 0.001 -0.003 -0.009
H 5.7621 0.7333 5.0487 -0.005 -0.005 0.006
H 3.7660 -0.7025 5.0073 -0.006 0.020 0.001
H 3.1606 -4.0605 3.6996 -0.039 -0.017 -0.003
H 3.1013 -5.3012 5.8516 0.008 -0.001 0.002
H 1.8533 -4.3692 7.7813 0.004 0.001 0.006
H 0.6522 -2.2104 7.5298 -0.009 -0.003 0.002
H 0.6811 -1.0354 5.3591 -0.012 -0.013 -0.026
Se -4.1442 1.4482 -1.3819 0.084 0.027 -0.094
P -1.9598 1.6613 -4.3676 0.120 0.026 0.155
Se -1.9827 1.0580 -2.1882 -0.251 0.088 -0.173
C -3.6765 1.3122 -4.8755 -0.079 -0.129 -0.069
C -3.9746 -0.0064 -5.2261 -0.035 0.007 -0.016
C -5.2599 -0.3809 -5.5821 0.006 0.051 0.026
C -6.2764 0.5693 -5.6103 0.064 -0.021 0.016
C -5.9932 1.8806 -5.2637 0.077 -0.012 0.007
C -4.7047 2.2478 -4.8873 -0.077 0.003 -0.005
C -1.9739 3.5034 -4.3403 -0.011 0.098 0.044
C -2.2792 4.2583 -3.2072 0.037 0.036 -0.032
C -2.1996 5.6453 -3.2484 0.003 -0.041 -0.008
C -1.8185 6.2983 -4.4142 -0.010 -0.045 -0.005
C -1.5202 5.5566 -5.5497 -0.026 -0.036 0.047
C -1.5931 4.1697 -5.5045 -0.033 0.021 -0.047
H -3.1840 -0.7489 -5.1998 -0.002 0.012 -0.003
H -5.4717 -1.4147 -5.8294 -0.001 0.003 -0.015
H -7.2847 0.2819 -5.8837 0.000 -0.003 -0.003
H -6.7837 2.6216 -5.2561 0.004 0.007 0.002
H -4.5045 3.2678 -4.5875 -0.013 -0.006 0.009
H -2.5827 3.7537 -2.2964 0.005 0.012 -0.004
H -2.4317 6.2155 -2.3570 -0.004 0.000 -0.005
H -1.7465 7.3795 -4.4356 -0.011 0.002 0.000
H -1.2207 6.0543 -6.4646 0.012 0.001 -0.002
H -1.3459 3.5904 -6.3888 0.015 -0.003 0.007
O 0.7100 -1.0570 -1.2743 0.099 -0.629 -1.197
P 0.2917 -1.8938 -2.4271 0.022 0.309 0.145
N 0.5790 -1.0800 -3.8361 0.334 -0.088 -0.135
C 0.6073 -1.7066 -5.1624 -0.047 0.097 0.063
C 1.7541 -1.0010 -5.8857 -0.016 -0.010 -0.034
C 1.7211 0.3958 -5.2699 -0.005 0.023 -0.003
C 1.4393 0.1207 -3.7978 -0.148 0.028 -0.022
N 1.1293 -3.3258 -2.5983 0.278 -0.158 0.180
C 2.6007 -3.1842 -2.5372 -0.087 -0.074 -0.039
C 3.1102 -4.6289 -2.4271 -0.032 0.005 0.003
C 1.8950 -5.4393 -1.9228 0.014 0.002 -0.006
C 0.8319 -4.3876 -1.6133 -0.018 0.043 -0.080
N -1.2719 -2.3567 -2.3532 -0.086 -0.277 0.199
C -2.0750 -2.2982 -1.1224 -0.056 0.034 -0.082
C -3.4848 -2.5254 -1.6488 0.022 0.013 -0.028
C -3.2688 -3.5454 -2.7668 0.012 0.020 -0.036
C -1.9539 -3.0922 -3.4164 -0.068 0.110 0.046
H -0.3351 -1.5241 -5.6906 -0.023 0.001 0.000
H 0.7536 -2.7848 -5.0788 0.005 -0.013 -0.003
H 1.6154 -0.9976 -6.9681 0.026 -0.012 0.000
H 2.7044 -1.4946 -5.6628 -0.007 -0.001 0.014
H 0.8928 0.9658 -5.6969 0.008 0.014 0.021
H 2.6454 0.9575 -5.4093 -0.003 0.000 -0.021
H 0.9293 0.9480 -3.3049 -0.034 0.011 -0.002
H 2.3641 -0.0748 -3.2459 0.016 -0.009 0.006
H 2.8842 -2.6189 -1.6435 0.009 0.018 0.014
H 2.9731 -2.6624 -3.4205 -0.019 0.002 -0.032
H 3.9525 -4.6813 -1.7380 -0.007 -0.007 0.005
H 3.4432 -5.0032 -3.3968 0.021 0.006 0.000
H 2.1254 -6.0385 -1.0422 0.011 0.004 -0.003
H 1.5409 -6.1083 -2.7101 -0.009 -0.021 0.018
H 0.9539 -4.0137 -0.5910 -0.023 0.000 0.011
H -0.1879 -4.7532 -1.7405 0.004 -0.003 -0.037
H -1.9910 -1.3269 -0.6397 0.022 0.029 -0.016
H -1.7701 -3.0713 -0.4076 -0.005 -0.006 0.008
H -3.8658 -1.5794 -2.0444 -0.011 -0.019 0.015
H -4.1651 -2.8703 -0.8705 -0.006 -0.007 -0.012
H -4.0873 -3.5720 -3.4879 0.003 -0.014 0.007
H -3.1518 -4.5489 -2.3474 0.010 0.002 0.001
H -2.1503 -2.4324 -4.2673 0.012 0.014 -0.005
H -1.3518 -3.9330 -3.7772 -0.005 -0.024 0.006

Result set for ΔE to the lowest compared entry with this formula, charge and spin: 0.00, 109.13 kJ/mol, one per record in the order listed.
Result set for total energy: -106575.0722, -252149.3480 eV, one per record in the order listed.